Below is a 2-piece molecular cluster, C3H7N2OSe overall in a non-equilibrium geometry, with properties calculated with ωB97M-V/def2-TZVPD.

Geometry as XYZ:
```
14
Properties=species:S:1:pos:R:3:lowdin_charge:R:1
C -1.16553 -1.74463 -0.05436 -0.472
C -2.37142 -0.80497 -0.15155 -0.245
C 0.06592 0.28442 0.30735 -0.663
N 0.04599 -1.07848 0.13254 0.032
N 1.29057 0.84032 -0.45559 0.157
O -1.30842 -2.94808 -0.02843 0.144
Se -1.62085 1.06070 -0.06438 1.091
H -2.87272 -1.03420 -1.02530 0.070
H -3.00219 -0.93791 0.62313 0.047
H 0.82083 0.96814 2.08069 0.204
H 0.64667 -1.76174 0.56751 0.171
H 1.02574 1.50886 -1.25800 0.188
H 1.66560 -0.00034 -0.79573 0.119
H 1.95795 1.36449 0.16514 0.158
```

The calculation puts the calculated total energy at -2704.28933 Ha. As for the LUMO energy (alpha / beta): -5.37 / -5.16 eV. The charge is +1. The energy above the lowest of the compared OMol25 structures with the same formula, charge and spin comes out at 103.98 kcal/mol. The calculation puts the strongest force on any atom at 0.081 Eh/bohr.

Below is an isolated ion of composition C3H7N2S and charge +1 in a non-equilibrium geometry, with properties calculated with ωB97M-V/def2-TZVPD.

Geometry as XYZ:
```
13
Properties=species:S:1:pos:R:3:lowdin_charge:R:1
C 0.67604 -1.24647 0.14978 -0.151
N 1.36281 -0.22129 0.40358 0.083
N 0.77031 1.08551 0.42886 -0.016
C -0.46865 1.26392 -0.38401 -0.393
S -1.72213 0.12975 0.28072 0.939
C -0.77121 -1.37909 -0.13134 -0.409
H 1.25811 -2.16092 0.14664 0.142
H 0.56875 1.31471 1.41710 0.191
H 1.52196 1.72586 0.12150 0.197
H -0.83397 2.28658 -0.29537 0.103
H -0.24240 1.03016 -1.42618 0.112
H -1.18690 -2.18874 0.47033 0.098
H -0.93271 -1.63999 -1.18162 0.104
```

The calculation puts the calculated total energy at -625.90284 Ha. As for the LUMO energy: -3.71 eV. As for the structure (SMILES): C1=N[NH2+]CSC1. The charge is +1. The energy above the lowest of the compared OMol25 structures with the same formula, charge and spin comes out at 43.51 kcal/mol. The calculation puts the strongest force on any atom at 0.029 Eh/bohr.

Below is an isolated ion of composition C3H7N2S and charge +1 in a non-equilibrium geometry, with properties calculated with ωB97M-V/def2-TZVPD.

Geometry as XYZ:
```
13
Properties=species:S:1:pos:R:3:lowdin_charge:R:1
C -0.09584 -0.65058 0.08919 -0.115
C -1.44797 -0.66210 -0.06499 -0.152
C 1.97236 0.75258 0.10926 -0.436
N 0.62911 0.56274 0.03364 0.024
N -2.33363 0.34666 -0.25332 0.099
S 3.32371 -0.24783 -0.13124 0.966
H 0.27102 -1.65086 0.26444 0.113
H 2.89727 -1.43575 0.20571 -0.116
H -2.05068 -1.54976 0.23031 0.153
H 2.28550 1.79390 0.24187 0.099
H -0.03459 1.27789 0.27061 0.147
H -3.23158 0.10132 -0.46705 0.066
H -2.18467 1.36178 -0.52843 0.152
```

The calculation puts the calculated total energy at -625.90415 Ha. As for the LUMO energy (alpha / beta): -5.01 / -5.01 eV. The charge is +1. The energy above the lowest of the compared OMol25 structures with the same formula, charge and spin comes out at 42.69 kcal/mol. The calculation puts the strongest force on any atom at 0.076 Eh/bohr.

Below is C3H7N2S as an isolated structure in a non-equilibrium geometry, with properties calculated with ωB97M-V/def2-TZVPD.

Geometry as XYZ:
```
13
Properties=species:S:1:pos:R:3:lowdin_charge:R:1
C -0.93557 1.50707 0.05521 -0.075
C -1.09248 0.69973 1.14952 -0.018
C 1.02555 0.57703 -0.02873 -0.591
N 0.29144 1.44051 -0.58670 0.095
N 0.17418 -0.08513 1.29376 0.078
S 2.66930 0.05866 0.20159 0.911
H -1.55101 2.21458 -0.54939 0.149
H -2.03980 0.51356 1.67476 0.134
H 1.61995 -0.84311 -2.91254 0.081
H 1.90556 -0.31484 -2.36930 -0.006
H 0.81621 0.06966 2.17811 0.214
H 0.03493 -1.05776 1.02651 0.161
H 3.14133 0.58648 -0.86714 -0.132
```

The calculation puts the calculated total energy at -625.82586 Ha. As for the LUMO energy: -4.87 eV. The charge is +1. The energy above the lowest of the compared OMol25 structures with the same formula, charge and spin comes out at 91.82 kcal/mol. The calculation puts the strongest force on any atom at 0.060 Eh/bohr.

Below is a 2-piece molecular cluster, C3H7N2S overall in a non-equilibrium geometry, with properties calculated with ωB97M-V/def2-TZVPD.

Geometry as XYZ:
```
13
Properties=species:S:1:pos:R:3:lowdin_charge:R:1
C 3.11181 -0.21980 0.31067 0.029
C -1.00234 -0.57519 -0.89340 -0.379
C 1.14904 1.35619 -0.05725 -0.375
N 4.04828 -0.66418 0.82320 0.166
N -1.11896 -1.06691 0.45040 0.010
S 0.17627 0.91022 -1.22794 1.058
H -2.04028 -0.29525 -1.10909 0.104
H -0.61972 -1.27982 -1.58664 0.075
H 1.97923 1.91184 -0.53429 0.049
H 1.15821 1.11412 0.98639 0.037
H 4.87337 -0.89974 1.24436 0.065
H -1.64148 -0.75561 1.21124 0.074
H -0.24046 -1.50787 0.70560 0.086
```

The calculation puts the calculated total energy at -625.83197 Ha. As for the LUMO energy: -5.39 eV. The charge is +1. The energy above the lowest of the compared OMol25 structures with the same formula, charge and spin comes out at 87.98 kcal/mol. The calculation puts the strongest force on any atom at 0.091 Eh/bohr.

Below is an isolated ion of composition C3H7N2S and charge +1 in a non-equilibrium geometry, with properties calculated with ωB97M-V/def2-TZVPD.

Geometry as XYZ:
```
13
Properties=species:S:1:pos:R:3:lowdin_charge:R:1
C -0.33426 0.87008 -0.39500 -0.197
C 0.82272 0.55690 0.17461 -0.292
C -2.06168 -0.34531 0.69321 -0.062
N 3.11783 -0.51182 -0.30883 -0.316
N -1.65529 0.71177 -0.22654 -0.019
S 2.36527 0.48612 0.65539 1.072
H -0.14463 1.43597 -1.24068 0.126
H -2.37687 0.14482 1.66843 0.121
H -2.86663 -0.94893 0.28202 0.089
H -1.25107 -1.11912 0.79420 0.103
H 2.78905 -1.00315 -1.16904 0.118
H 3.83281 -1.11086 0.14294 0.087
H -2.23726 0.83353 -1.07071 0.170
```

The calculation puts the calculated total energy at -625.85201 Ha. As for the LUMO energy: -5.09 eV. The charge is +1. The energy above the lowest of the compared OMol25 structures with the same formula, charge and spin comes out at 75.41 kcal/mol. The calculation puts the strongest force on any atom at 0.082 Eh/bohr.

Below is an isolated ion of composition C3H7N2S and charge +1 in a non-equilibrium geometry, with properties calculated with ωB97M-V/def2-TZVPD.

Geometry as XYZ:
```
13
Properties=species:S:1:pos:R:3:lowdin_charge:R:1
C -0.26283 -0.36753 0.22243 -0.392
C 0.66673 0.75984 -0.30874 -0.154
C 0.75820 0.79188 -1.80751 -0.626
N -0.29896 -0.40049 1.47037 0.246
N -1.04980 -1.00935 -0.57035 0.195
S 0.53236 -0.41796 -2.89739 0.863
H 0.51311 1.81559 0.02517 0.151
H 1.68797 0.63312 -0.02112 0.117
H 0.30645 0.26014 1.94828 0.160
H 1.08093 1.78714 -2.03379 0.069
H -0.97496 -0.78667 2.06109 0.139
H -1.18976 -0.88665 -1.62158 0.085
H -1.79353 -1.48061 -0.07227 0.148
```

As for the spin multiplicity: 3. The calculation puts the calculated total energy at -625.85349 Ha. The expectation value of S² is 2.01. As for the LUMO energy (alpha / beta): -3.54 / -6.46 eV. The charge is +1. The energy above the lowest of the compared OMol25 structures with the same formula, charge and spin comes out at 0.00 kcal/mol. The calculation puts the strongest force on any atom at 0.110 Eh/bohr.

Below is an isolated ion of composition C3H7N2S and charge +1 in a non-equilibrium geometry, with properties calculated with ωB97M-V/def2-TZVPD.

Geometry as XYZ:
```
13
Properties=species:S:1:pos:R:3:lowdin_charge:R:1
C -0.38857 0.33085 -1.66119 0.033
C -0.92342 0.10881 0.71550 -0.554
C 1.73639 -0.92747 0.42724 -0.288
N -0.89370 0.03466 -0.55460 0.037
N -2.30654 0.12249 1.40693 0.149
S 0.55292 -0.19170 1.64420 1.110
H 0.20054 1.25056 -1.71952 0.124
H -0.34650 -0.42059 -2.37203 0.088
H 1.14070 -1.80599 0.00885 0.089
H 2.49921 -1.12264 1.12665 0.009
H 2.12054 -0.17190 -0.39503 0.110
H -2.84801 0.88929 1.26522 0.048
H -2.35200 -0.34512 2.24558 0.045
```

As for the spin multiplicity: 3. The calculation puts the calculated total energy at -625.75603 Ha. The expectation value of S² is 2.02. As for the LUMO energy (alpha / beta): -4.06 / -8.64 eV. The charge is +1. The energy above the lowest of the compared OMol25 structures with the same formula, charge and spin comes out at 61.15 kcal/mol. The calculation puts the strongest force on any atom at 0.143 Eh/bohr.